{"formula": "C25H23ClOPTl", "method": "ωB97M-V/def2-TZVPD", "elements": ["C", "C", "C", "H", "C", "C", "H", "H", "H", "H", "Tl", "Cl", "P", "C", "C", "H", "C", "H", "C", "H", "C", "H", "C", "H", "C", "C", "H", "C", "H", "C", "H", "C", "H", "C", "H", "C", "C", "H", "C", "H", "C", "H", "C", "H", "C", "H", "C", "C", "O", "H", "H", "H"], "xyz": [[-0.981, -1.910, 3.676], [-0.849, -2.551, 2.427], [0.539, -2.667, 2.106], [-1.674, -2.924, 1.806], [1.297, -2.158, 3.186], [0.354, -1.686, 4.187], [0.608, -1.289, 5.186], [-1.922, -1.679, 4.203], [0.944, -3.140, 1.200], [2.396, -2.116, 3.259], [0.761, 0.771, 3.688], [3.174, 1.092, 2.465], [0.197, 0.158, -0.592], [1.461, -0.906, -1.306], [1.196, -1.726, -2.407], [0.206, -1.700, -2.849], [2.200, -2.531, -2.928], [1.985, -3.135, -3.805], [3.473, -2.581, -2.327], [4.251, -3.206, -2.770], [3.718, -1.783, -1.205], [4.714, -1.819, -0.755], [2.725, -0.976, -0.656], [2.912, -0.387, 0.251], [-1.405, -0.375, -1.252], [-1.830, -1.696, -1.013], [-1.147, -2.416, -0.544], [-3.118, -2.103, -1.367], [-3.428, -3.148, -1.227], [-4.042, -1.169, -1.867], [-5.044, -1.489, -2.169], [-3.646, 0.168, -2.034], [-4.371, 0.906, -2.406], [-2.359, 0.572, -1.693], [-2.075, 1.631, -1.759], [0.502, 1.862, -1.231], [1.126, 2.021, -2.480], [1.396, 1.118, -3.036], [1.356, 3.308, -2.967], [1.806, 3.397, -3.954], [1.045, 4.428, -2.191], [1.253, 5.411, -2.597], [0.451, 4.262, -0.934], [0.191, 5.153, -0.361], [0.204, 2.987, -0.423], [-0.215, 2.849, 0.579], [-1.568, 2.438, 3.859], [-1.716, 1.594, 2.671], [-2.496, 1.244, 1.870], [-0.663, 3.069, 3.763], [-1.430, 1.754, 4.740], [-2.464, 3.073, 3.985]], "lowdin_charge": [-0.1529, -0.0876, -0.0901, 0.1030, -0.1639, -0.2957, 0.0671, 0.1041, 0.1099, 0.1027, 0.7956, -0.3287, 1.0802, -0.3996, -0.1083, 0.0988, -0.0875, 0.0988, -0.0834, 0.1012, -0.0880, 0.1067, -0.0914, 0.0289, -0.3794, -0.1246, 0.0942, -0.0886, 0.1046, -0.0919, 0.0997, -0.0920, 0.1055, -0.0894, 0.1031, -0.3609, -0.0782, 0.1050, -0.0823, 0.1024, -0.0853, 0.0991, -0.0875, 0.1014, -0.0921, 0.0826, -0.1752, -0.3478, 0.1345, 0.0628, 0.0616, 0.0987], "gap_ev": [6.59, 4.96], "total_charge": 0, "e_lumo_ha": [-0.032, -0.089], "total_energy_ev": -54846.68588}


{"formula": "C34H41N3O4", "method": "ωB97M-V/def2-TZVPD", "elements": ["C", "O", "C", "C", "C", "C", "O", "C", "C", "C", "C", "C", "C", "C", "C", "C", "C", "O", "C", "C", "O", "N", "C", "C", "C", "C", "N", "C", "C", "C", "C", "C", "N", "C", "C", "C", "C", "C", "C", "C", "C", "H", "H", "H", "H", "H", "H", "H", "H", "H", "H", "H", "H", "H", "H", "H", "H", "H", "H", "H", "H", "H", "H", "H", "H", "H", "H", "H", "H", "H", "H", "H", "H", "H", "H", "H", "H", "H", "H", "H", "H", "H"], "xyz": [[2.941, 4.654, -0.649], [3.051, 3.479, 0.118], [1.928, 2.727, 0.291], [0.649, 3.102, -0.107], [-0.430, 2.285, 0.168], [-0.267, 1.072, 0.832], [-1.415, 0.364, 1.050], [-1.335, -0.913, 1.669], [-1.163, -0.807, 3.160], [-2.206, -0.882, 3.970], [-3.616, -1.031, 3.481], [-4.390, 0.184, 3.951], [-5.270, 0.111, 5.020], [-5.942, 1.244, 5.446], [-5.741, 2.453, 4.804], [-4.863, 2.529, 3.735], [-4.185, 1.400, 3.312], [-3.743, -1.104, 2.072], [-2.655, -1.645, 1.369], [-2.500, -3.164, 1.608], [-1.976, -3.836, 0.489], [-0.643, -3.474, 0.256], [-0.131, -3.918, -0.817], [-0.849, -4.804, -1.788], [1.279, -3.518, -1.108], [1.391, -2.623, -2.368], [1.063, -1.244, -2.139], [-0.325, -0.858, -2.165], [-0.862, -0.540, -3.565], [0.094, 0.376, -4.330], [0.693, 1.467, -3.440], [1.917, 0.996, -2.695], [2.916, 1.865, -2.702], [4.088, 1.578, -2.159], [5.161, 2.615, -2.278], [4.322, 0.353, -1.530], [5.638, 0.044, -0.888], [3.289, -0.567, -1.527], [2.057, -0.281, -2.122], [1.016, 0.684, 1.203], [2.093, 1.506, 0.938], [2.602, 4.424, -1.664], [3.942, 5.079, -0.687], [2.263, 5.377, -0.183], [0.477, 4.029, -0.630], [-1.426, 2.577, -0.128], [-0.517, -1.493, 1.221], [-0.165, -0.655, 3.543], [-2.103, -0.813, 5.043], [-4.053, -1.940, 3.935], [-5.432, -0.834, 5.520], [-6.628, 1.180, 6.279], [-6.269, 3.335, 5.136], [-4.703, 3.472, 3.233], [-3.500, 1.445, 2.480], [-2.915, -1.488, 0.316], [-3.491, -3.604, 1.746], [-1.885, -3.351, 2.497], [-1.269, -5.653, -1.249], [-0.188, -5.160, -2.573], [-1.688, -4.266, -2.229], [1.868, -4.423, -1.277], [1.684, -2.985, -0.249], [2.417, -2.677, -2.741], [0.733, -3.025, -3.148], [-0.911, -1.666, -1.720], [-0.438, 0.017, -1.523], [-1.834, -0.057, -3.452], [-1.014, -1.460, -4.135], [0.910, -0.214, -4.755], [-0.443, 0.835, -5.163], [1.017, 2.310, -4.052], [-0.061, 1.843, -2.744], [6.049, 2.194, -2.749], [5.442, 2.981, -1.292], [4.798, 3.444, -2.877], [5.877, 0.796, -0.137], [6.438, 0.050, -1.628], [5.615, -0.933, -0.410], [3.441, -1.526, -1.053], [1.194, -0.256, 1.700], [3.088, 1.212, 1.233]], "lowdin_charge": [-0.0986, -0.0997, -0.2876, -0.0187, -0.0106, -0.2771, -0.0137, -0.2665, 0.0013, -0.0075, -0.2766, -0.1714, -0.0376, -0.0880, -0.0943, -0.0732, -0.0111, -0.0354, -0.2400, -0.1269, -0.1157, 0.0936, -0.3542, -0.0153, -0.1108, -0.1532, -0.0883, -0.1521, -0.1661, -0.1827, -0.1276, -0.2101, 0.1584, -0.3054, -0.0359, -0.2255, -0.0410, 0.0323, -0.1627, -0.0063, 0.0010, 0.0874, 0.0907, 0.0925, 0.1081, 0.1226, 0.1236, 0.1090, 0.1238, 0.1565, 0.1102, 0.1002, 0.0992, 0.1025, 0.1159, 0.1661, 0.1398, 0.1322, 0.0874, 0.0794, 0.0895, 0.1204, 0.1115, 0.1235, 0.1190, 0.1112, 0.1079, 0.1133, 0.1021, 0.1159, 0.1068, 0.1133, 0.1053, 0.0779, 0.0757, 0.0765, 0.0832, 0.0825, 0.0759, 0.1125, 0.1082, 0.1210], "gap_ev": 8.04, "relative_energy_kcal_mol": 0.3, "total_charge": 0, "smiles": "COc1ccc(O[C@H]2C=C[C@@H](c3ccccc3)O[C@@H]2CO/N=C(\\C)CCN2CCCCc3nc(C)c(C)cc32)cc1", "e_lumo_ha": 0.026, "total_energy_ev": -48581.64366}